Record 1
The following is a quantum chemistry calculation of a cluster of 4 separate species, C26H53B3O11 in total, from the Open Molecules 2025 dataset.

XYZ file:
```
93
Properties=species:S:1:pos:R:3:forces:R:3
O 1.6796 3.1756 5.9316 -0.20 0.29 0.19
O 2.4805 -1.9510 -2.6216 -2.67 1.10 -0.78
O 0.2700 -2.3772 -3.8179 -0.39 3.23 0.98
O 3.1453 -1.1835 5.6853 0.30 0.11 -0.26
O 3.2198 -0.1483 2.9233 -0.16 -0.31 0.17
O -0.5992 -0.0217 -3.9414 0.46 -1.89 2.00
O -3.2439 -2.1570 -4.2660 -0.63 2.42 0.18
O -5.8325 -3.5633 -0.7621 -0.13 -0.25 -0.23
O -7.9526 -5.5702 -1.1883 0.19 0.16 0.31
O 0.2957 -0.9289 -1.8296 1.23 0.85 -2.80
O 1.5466 6.1181 6.0924 0.24 -0.30 -0.11
C -7.0852 -3.2986 -1.3884 0.00 0.05 0.51
C 2.9619 0.1859 5.3263 -0.47 -0.29 0.01
C 4.2374 -0.2591 -2.1835 -0.08 0.12 1.15
C 2.3370 0.3188 3.9411 0.45 0.29 0.02
C -4.9811 -4.3669 -1.5693 0.13 0.16 0.05
C 1.4165 3.1390 7.3286 0.08 -0.16 -0.05
C 3.2586 2.5197 -3.3780 -0.38 0.27 -0.61
C 2.8913 -1.4578 2.4785 0.06 0.13 -0.12
C 5.2791 0.8194 -2.7455 0.33 -0.47 -0.80
C 0.7439 3.9851 5.2233 0.44 -0.03 -0.26
C -4.6696 0.7281 -1.9134 -0.33 -0.68 -4.33
C -4.6467 -0.0671 -4.9475 0.13 0.39 3.36
C 2.9102 6.1104 6.4943 -0.10 0.08 0.00
C 4.4874 -1.6161 5.5092 -0.15 -0.01 0.08
C -5.3677 1.6267 -2.9897 1.43 -2.75 -1.31
C 4.6888 1.9036 -3.7683 0.21 0.67 -0.19
C -3.9628 -0.5738 -2.3717 -1.52 2.14 -2.30
C -5.3700 1.2262 -4.5048 2.12 -2.49 2.63
C -8.1844 -4.2056 -0.8431 0.11 -0.10 -0.51
C -3.9421 -0.9708 -3.8802 -1.46 3.03 1.33
C -7.3976 -6.3156 -0.1130 -0.09 0.00 -0.11
C 3.4661 0.3086 -0.8605 0.59 -0.32 0.14
C -2.0880 -1.8512 -5.0937 1.28 -0.44 -1.65
C 4.7076 1.4067 -5.3244 0.65 1.22 0.73
C 3.2531 -0.8975 -3.2715 2.01 -0.23 -0.41
C 1.3240 5.3600 4.9051 -0.40 0.06 0.34
B 1.0716 -1.7497 -2.7651 -0.29 -0.82 0.32
B -0.2028 0.2005 -2.5744 -0.12 -1.86 -0.68
B -0.7533 -1.4357 -4.2394 0.62 -0.04 0.23
H 3.7351 -1.8454 1.9041 -0.04 0.12 0.02
H -8.1774 -6.5362 0.6230 0.07 -0.03 0.10
H 1.2187 4.1338 7.7342 -0.02 -0.01 -0.06
H 0.5995 5.9157 4.3029 0.00 -0.03 -0.03
H -4.6956 1.0492 -0.8242 0.11 -0.61 -1.66
H 3.3134 3.3912 -2.6287 0.08 -1.35 -1.13
H 3.3402 5.1054 6.4602 -0.04 0.04 -0.03
H 2.7946 2.9146 -4.3628 0.66 -0.41 1.70
H -7.0121 -7.2546 -0.5122 -0.10 0.05 -0.05
H 4.5024 -2.7060 5.5490 -0.08 0.06 0.06
H 5.8367 1.3396 -1.8822 -1.10 -0.82 -1.15
H 4.8960 -1.2974 4.5461 -0.03 0.02 0.04
H 4.8736 -1.1386 -1.7788 -1.11 1.25 -0.85
H -4.1670 -4.7381 -0.9433 -0.09 0.10 0.03
H -8.2841 -4.0905 0.2415 0.10 0.01 -0.04
H 3.9091 0.7328 5.3825 -0.04 -0.02 -0.10
H 3.4883 6.7776 5.8472 0.11 -0.05 0.03
H 2.2470 5.2698 4.3225 -0.02 -0.09 0.07
H -5.8600 1.8748 -5.3006 0.70 -0.95 1.37
H 4.3041 0.3510 -5.4609 0.57 1.50 -0.01
H 1.3761 -0.2053 3.8937 0.08 -0.05 0.07
H 2.9655 6.4769 7.5200 -0.09 0.04 -0.08
H 3.3592 1.4445 -0.8646 0.09 -1.57 -0.09
H -0.2819 1.2633 -2.0640 -0.09 0.03 -0.06
H 5.8084 1.5152 -5.6639 -1.77 -0.68 0.40
H -3.4523 -1.2233 -1.5906 -0.76 0.84 -1.30
H -5.8988 2.6086 -2.7272 0.98 -1.76 -0.21
H 4.1126 0.0304 0.0526 -1.02 0.56 -1.35
H 2.5052 1.7762 -2.9561 1.14 0.86 -0.54
H 0.5249 3.4700 4.2823 -0.03 0.04 -0.01
H -1.8862 -2.7885 -5.7380 -0.38 1.35 1.14
H -0.1938 4.0759 5.7821 0.08 0.07 0.01
H 2.1515 1.3785 3.7405 -0.01 -0.02 0.08
H 2.2796 0.6199 6.0615 0.02 0.04 -0.07
H 2.2946 2.7275 7.8303 -0.04 -0.01 -0.13
H 4.1368 2.1985 -5.9453 0.69 -1.55 0.91
H -5.5086 -5.2230 -1.9965 -0.04 0.04 0.01
H 2.4488 -0.1786 -0.6954 1.35 0.67 -0.36
H -7.0040 -3.3932 -2.4767 -0.03 -0.07 0.06
H -4.5548 -3.7588 -2.3743 0.01 -0.11 -0.08
H 5.4295 2.7950 -3.7521 -1.20 -1.39 -0.02
H -9.1356 -3.9180 -1.3005 0.00 0.04 0.01
H 5.1102 -1.2227 6.3190 0.12 -0.01 -0.05
H 3.9276 -1.4370 -4.0443 -1.13 0.88 1.09
H -2.2598 -0.9931 -5.8440 -0.16 -1.22 1.19
H 0.5611 2.4845 7.5264 -0.03 0.06 0.10
H -6.5767 -5.7812 0.3733 -0.05 0.01 -0.03
H 2.6969 -2.1368 3.3121 -0.02 0.05 0.02
H 6.0987 0.2377 -3.3239 -1.22 0.93 0.86
H 2.0129 -1.4156 1.8257 -0.02 -0.12 0.01
H 2.6319 -0.1496 -3.8689 0.55 -0.89 1.04
H -4.5927 -0.4335 -6.0387 -0.23 0.86 1.94
H -7.3420 -2.2592 -1.1605 -0.03 -0.01 -0.04
```
Positions in Å, forces in eV/Å.

For the HOMO energy, the calculation gives -8.6 eV. Its SMILES is CC(C)C[C@@H](C)COB1OBOB(COc2ccccc2)O1.COCCOC.COCCOC.COCCOC. The value obtained for the orbital gap is 0.3351 hartree.



Record 2
The following is a quantum chemistry calculation of the ion C5H10O2 with charge -1, from the Open Molecules 2025 dataset.

XYZ file:
```
17
Properties=species:S:1:pos:R:3:forces:R:3
O -0.8990 3.7009 -0.1587 0.35 0.77 0.44
O 0.8491 -2.3846 1.6307 -0.44 0.07 -0.19
C -0.2007 0.1218 -0.9556 1.43 -0.62 0.53
C -0.9692 2.4861 -0.5071 -0.18 -0.80 -0.90
C 0.1374 1.4545 -0.2802 -1.66 0.56 -0.28
C 0.8174 -0.8872 -0.2840 -0.64 -0.49 -0.57
C -0.0297 -1.7433 0.6569 1.69 0.10 0.35
H -0.4595 -2.5830 0.1252 -0.57 0.11 -0.28
H 0.6178 -2.1222 2.5180 -0.17 0.24 0.22
H -1.9874 2.0051 -0.5525 0.37 -0.04 0.05
H -0.7945 -1.0649 1.0636 0.20 -0.60 0.48
H 1.3845 -1.5426 -0.9495 -0.41 -0.17 -0.49
H 0.1070 1.3036 0.8456 0.78 -0.18 -0.62
H -1.2202 -0.1941 -0.6778 0.22 0.16 -0.29
H -0.1451 0.1373 -2.0672 0.10 0.23 0.79
H 1.1398 1.7241 -0.6608 -0.33 0.34 0.60
H 1.6522 -0.4115 0.2534 -0.73 0.32 0.17
```
Positions in Å, forces in eV/Å.

The expectation value of S² is 0.75. For the HOMO energy (spin up / spin down), the calculation gives 0.5 / -3.0 eV. As for the multiplicity: 2. The value obtained for the orbital gap (spin up / spin down) is 0.1056 / 0.2313 hartree. The total charge is -1.



Record 3
The following is a quantum chemistry calculation of the ion C34H33N2O3 with charge +1, from the Open Molecules 2025 dataset.

XYZ file:
```
72
Properties=species:S:1:pos:R:3:forces:R:3
O -4.3495 1.7040 0.4301 0.64 -0.04 -0.26
O -4.5110 -6.0709 6.2663 -0.05 0.63 0.04
O -2.0868 2.8453 3.7273 0.52 0.32 0.85
N 2.6500 -2.8196 2.3253 0.10 0.68 0.02
N 1.6583 -0.8814 2.3534 1.17 -0.99 -0.94
C -1.8549 -3.0396 2.2873 0.64 -0.29 -0.08
C -2.4995 -1.8660 1.6264 -0.10 0.10 -0.36
C -2.5749 -5.2377 3.3087 -0.20 0.45 -0.18
C 0.2605 2.3625 3.4141 -0.45 -0.07 -0.43
C -3.4490 -3.1828 4.2316 0.21 -0.16 -0.20
C -3.2636 -5.9674 4.2574 -0.25 0.26 0.77
C -4.1008 -3.8873 5.2363 0.09 -0.81 0.18
C -1.3310 0.6161 4.0345 0.40 0.57 -0.33
C -5.0551 -5.4066 7.4343 0.15 -0.29 -0.55
C 1.1518 -3.7405 0.1933 -0.60 -0.12 0.10
C -3.9831 -5.2981 5.2762 0.05 0.44 -0.11
C 1.1123 -5.1230 0.3005 0.52 -0.24 -0.18
C 2.6327 -3.9169 -1.7067 -0.08 0.22 0.20
C 1.8432 -3.1380 -0.8565 0.22 -0.20 -0.12
C 3.0467 -0.6664 2.4458 -0.46 -0.15 1.12
C -3.7226 0.5269 0.6927 0.39 -0.05 0.04
C -2.3265 0.3666 0.6115 -0.76 0.28 0.06
C -3.5073 2.8286 0.0699 -0.40 -0.45 0.15
C 1.9899 -5.8947 -0.4817 -0.36 0.15 0.04
C -2.6687 -3.8321 3.2576 -0.05 0.09 0.50
C 0.4587 -2.8253 1.2178 -1.29 -0.70 -0.78
C -1.0391 1.9817 3.7991 -0.17 -0.23 -0.79
C -1.7956 4.2573 3.5961 -0.12 -0.40 0.12
C -1.7632 -0.7994 1.0939 0.42 0.08 0.24
C 2.7726 -5.2874 -1.4656 -0.11 0.08 0.18
C -4.5114 -0.5743 1.1021 0.26 0.66 -0.23
C 2.9295 -4.2265 2.5304 0.43 -0.70 -0.22
C 1.4790 -2.2084 2.0463 2.16 1.23 1.04
C -0.5488 -3.4140 2.1494 -1.48 -0.38 0.03
C -3.9070 -1.7332 1.5433 0.29 -0.23 0.18
C 3.6322 -1.8721 2.5379 -0.33 0.13 -0.34
C -0.4208 -0.3437 3.6099 0.52 -0.03 -0.02
C 0.7332 0.0478 2.9034 -0.62 1.15 0.34
C 1.0844 1.4002 2.8486 -0.03 -0.29 0.26
H 3.1424 -3.4399 -2.5440 -0.02 -0.18 0.26
H -0.6173 -1.4093 3.7609 0.00 0.44 -0.03
H 3.6935 -4.2694 3.3185 -0.42 -0.09 -0.07
H -3.5118 -2.0938 4.2402 -0.02 -0.26 -0.11
H -2.2928 0.3341 4.4604 0.23 0.09 -0.15
H -4.2096 3.6245 -0.1748 0.16 -0.06 0.02
H -4.6769 -3.3582 6.0002 0.29 -0.18 -0.34
H 0.4462 -5.5813 1.0351 0.35 0.01 -0.18
H -4.2882 -4.8042 7.9459 -0.18 -0.19 -0.23
H 2.0068 1.7018 2.3525 -0.28 0.05 0.22
H -2.8786 2.6005 -0.8046 -0.27 0.06 0.25
H -5.5938 -0.4698 1.0808 0.21 -0.05 0.05
H -0.1786 -4.2076 2.8054 -0.21 0.17 -0.19
H -2.7658 4.7460 3.6587 0.12 -0.01 0.00
H 0.5558 3.4097 3.4115 -0.11 -0.30 -0.20
H 3.4627 0.3147 2.5764 -0.03 -0.08 0.21
H -1.9546 -5.7538 2.5767 -0.26 0.07 0.06
H 1.7503 -2.0570 -1.0015 0.17 -0.33 -0.01
H -1.3262 4.4911 2.6310 -0.09 -0.19 0.16
H -0.6750 -0.7829 1.1610 -0.94 0.22 -0.12
H 3.4927 -5.8709 -2.0399 -0.34 0.11 0.06
H -1.1507 4.6107 4.4097 -0.15 -0.11 -0.12
H -5.9162 -4.7745 7.1699 0.23 -0.23 0.07
H 3.3628 -4.6795 1.6311 -0.26 0.09 0.17
H -3.2310 -7.0543 4.2767 0.06 0.21 0.03
H -1.6782 1.1669 0.2476 -0.25 -0.32 0.23
H -0.0235 -2.0586 0.6107 0.39 -0.36 0.20
H -2.8765 3.1284 0.9223 -0.18 -0.16 -0.23
H 2.0250 -4.7684 2.8332 0.43 0.23 -0.08
H 2.0565 -6.9687 -0.3038 -0.06 0.27 -0.17
H -5.3749 -6.2305 8.0724 0.00 0.24 -0.01
H 4.6516 -2.1526 2.7216 0.08 0.00 -0.02
H -4.5350 -2.5571 1.8730 0.09 0.14 -0.06
```
Positions in Å, forces in eV/Å.

For the HOMO energy, the calculation gives -10.2 eV. Its SMILES is COc1ccc(C(=C[C@H](c2ccccc2)c2n(-c3ccc(OC)cc3)cc[n+]2C)c2ccc(OC)cc2)cc1. The value obtained for the orbital gap is 0.2638 hartree. The total charge is +1.



Record 4
The following is a quantum chemistry calculation of an isolated molecule of C3H3NO3, from the Open Molecules 2025 dataset.

XYZ file:
```
10
Properties=species:S:1:pos:R:3:forces:R:3
O 1.9742 1.0051 1.1525 -0.48 1.19 0.21
O -1.6331 1.3247 -0.6337 0.07 -0.37 -0.11
O -0.6274 -0.7140 -0.6119 0.23 0.07 -0.01
N 1.3799 -1.2001 0.4481 -0.03 -0.08 -0.68
C 0.8057 0.9397 0.8816 0.51 0.27 0.42
C -1.5748 0.1817 -0.9786 -0.03 0.47 0.13
C 0.4436 -0.3979 0.2234 0.78 -0.45 0.14
H 1.5099 -1.9618 -0.1908 -0.78 -0.96 -0.08
H -2.2882 -0.3196 -1.6497 0.12 0.06 0.13
H 0.1246 1.7629 1.1032 -0.39 -0.18 -0.16
```
Positions in Å, forces in eV/Å.

For the HOMO energy, the calculation gives -10.2 eV. Its SMILES is [H]/N=C(/C=O)OC=O. The value obtained for the orbital gap is 0.3657 hartree.